ORCA calculation (the ωB97M-V functional and the def2-TZVPD basis) on the molecule C3H3NO3 at a distorted geometry.

- SMILES: O=COc1co[nH]1
- Net charge: 0
- Frontier orbital gap: 9.582 eV
- E: -10788.1192 eV
- Energy above the lowest of the compared OMol25 structures with the same formula, charge and spin: 4.581 eV
- LUMO: 0.763 eV
- HOMO energy: -8.8 eV
- F_max: 1.134 eV Å⁻¹

Last column: Löwdin charge in e.
Positions of all 10 atoms, in Å:
1 H 1.246 -1.240 -1.613  0.140
2 O -0.748 1.714 1.159  0.108
3 O -0.493 0.691 -0.832  0.093
4 C -0.821 1.730 -0.034  -0.300
5 N 0.585 -1.483 -0.861  0.117
6 C 0.423 -0.791 1.014  -0.041
7 H -1.163 2.564 -0.656  0.150
8 C 0.054 -0.369 -0.192  -0.350
9 O 1.174 -1.850 0.476  -0.037
10 H 0.120 -0.684 2.044  0.120


ORCA calculation (the ωB97M-V functional and the def2-TZVPD basis) on a cluster of 3 separate species, C20H47BN9O6P3 in total at a distorted geometry.

- SMILES: C#C[C@](C#N)([C@@H](C#N)B(O)N(C)C)P(=O)(O)O.CN(C)P(=O)(N(C)C)N(C)C.CN(C)P(=O)(N(C)C)N(C)C
- Net charge: 0
- Frontier orbital gap: 8.151 eV
- E: -75737.4864 eV
- LUMO: 0.199 eV
- HOMO energy: -8.0 eV
- F_max: 6.298 eV Å⁻¹

Last column: Löwdin charge in e.
Positions of all 86 atoms, in Å:
1 H -1.106 1.622 5.961  0.067
2 H 3.917 -0.414 -7.948  0.073
3 H -1.526 3.565 2.293  0.066
4 N 2.482 0.864 -5.302  -0.313
5 C -3.171 4.527 5.961  -0.132
6 N -2.192 -2.303 1.415  -0.075
7 H -4.955 2.708 1.201  0.088
8 C -2.731 -3.439 2.210  -0.035
9 H -2.989 -4.281 1.556  0.095
10 H 3.597 -0.008 -2.545  0.052
11 H 5.467 0.576 -4.226  0.067
12 O 3.390 -1.175 0.437  -0.115
13 C -3.321 -1.405 1.119  -0.082
14 N 4.557 -0.285 -5.941  -0.332
15 O 3.361 -2.973 2.130  -0.254
16 N 3.729 -1.523 -4.026  -0.338
17 H 1.147 0.572 -6.912  0.067
18 H -3.211 3.777 6.753  0.072
19 H 3.319 -3.449 -4.808  0.071
20 H -3.780 -1.066 2.049  0.083
21 H 0.231 2.216 4.995  0.079
22 H 0.346 0.860 -5.363  0.080
23 P 2.731 -2.588 0.863  0.497
24 H -2.288 -3.788 -1.200  0.122
25 H 5.634 -0.133 -7.762  0.078
26 C 2.536 1.659 -4.091  -0.143
27 C 1.211 1.131 -5.980  -0.156
28 H 4.599 -1.356 -2.138  0.088
29 H -5.053 4.940 3.501  0.079
30 P 3.008 -0.797 -5.405  0.716
31 C -4.214 2.132 1.766  -0.119
32 O -2.262 -2.844 -0.991  0.156
33 C 5.715 0.033 -5.138  -0.106
34 H 3.561 1.807 -3.744  0.066
35 C 4.037 -2.941 -4.160  -0.118
36 C 0.557 -0.983 1.189  -0.185
37 H -2.986 -0.515 0.588  0.082
38 C 0.085 -4.636 0.454  -0.215
39 H 2.827 -1.529 -2.103  0.064
40 H -3.471 4.765 2.729  0.067
41 H 4.482 1.191 -7.463  0.080
42 H 1.931 1.228 -3.281  0.083
43 O 1.637 -1.429 -5.351  -0.285
44 N -1.666 2.553 4.148  -0.310
45 H 0.267 -4.352 4.246  0.060
46 H -3.250 2.540 1.471  0.054
47 H -5.866 1.200 4.368  0.069
48 H 0.339 -3.035 -0.881  0.153
49 C 4.656 0.115 -7.344  -0.131
50 H -6.405 2.808 3.853  0.072
51 C 0.496 -3.598 3.531  0.177
52 H -2.007 -3.782 2.945  0.062
53 H 3.266 -0.627 1.228  0.090
54 H 2.157 2.664 -4.284  0.080
55 O 3.085 -3.647 -0.260  -0.094
56 H 6.276 -0.864 -4.857  0.079
57 H 4.010 -3.449 -3.196  0.073
58 H -2.140 4.895 5.897  0.080
59 N -4.475 2.271 3.181  -0.341
60 B -1.560 -2.748 0.207  -0.565
61 C 0.886 -2.422 1.175  -0.384
62 C -0.007 -3.203 0.140  -0.121
63 H -3.820 5.347 6.274  0.078
64 H 5.039 -3.083 -4.588  0.074
65 P -3.352 2.268 4.485  0.717
66 H -0.042 2.874 2.852  0.079
67 C -1.117 2.695 2.811  -0.147
68 H -0.619 0.726 4.516  0.076
69 H 6.396 0.670 -5.704  0.086
70 H 1.143 2.191 -6.237  0.078
71 H 3.435 -4.418 0.212  0.109
72 H -1.276 1.793 2.209  0.051
73 N 0.376 0.136 1.039  0.227
74 H -3.695 5.928 4.016  0.086
75 C 0.616 -2.996 2.498  -0.130
76 N -3.608 3.956 4.688  -0.332
77 H -3.620 -3.124 2.748  0.091
78 C 3.670 -1.087 -2.651  -0.135
79 O -3.246 0.784 4.744  -0.290
80 C -0.746 1.731 4.939  -0.153
81 N -0.008 -5.777 0.403  0.197
82 H -6.372 1.460 2.709  0.081
83 C -5.841 1.917 3.543  -0.126
84 H -4.103 -1.917 0.548  0.096
85 H -4.253 1.090 1.431  0.055
86 C -3.973 4.927 3.683  -0.107


ORCA calculation (the ωB97M-V functional and the def2-TZVPD basis) on a cluster of 2 separate species, CH6ClN2OP in total at a distorted geometry.

- ⟨S²⟩: 2.01
- Net charge: 0
- Frontier orbital gap (alpha / beta): 9.232 / 8.651 eV
- E: -27970.8328 eV
- Multiplicity: 3
- Energy above the lowest of the compared OMol25 structures with the same formula, charge and spin: 0.920 eV
- LUMO (alpha / beta): 0.862 / -1.647 eV
- HOMO energy (alpha / beta): -8.4 / -10.3 eV
- F_max: 4.028 eV Å⁻¹

Last column: Löwdin charge in e.
Positions of all 12 atoms, in Å:
1 H 2.050 0.930 -0.296  0.001
2 P 0.569 -0.704 0.188  0.640
3 H -3.977 1.379 -0.376  -0.015
4 C -3.198 0.783 -0.057  -0.483
5 N 1.749 0.501 0.531  -0.113
6 Cl -3.148 -0.864 0.288  0.556
7 H 1.136 -0.658 -2.141  0.017
8 H -2.295 1.167 0.135  -0.078
9 H 1.992 0.997 1.322  0.013
10 O 0.589 -1.669 1.295  -0.390
11 N 1.361 -1.239 -1.349  -0.125
12 H 2.294 -1.233 -1.102  -0.023


ORCA calculation (the ωB97M-V functional and the def2-TZVPD basis) on a structure of composition C16H26N10O2TeZr.

- Net charge: +2
- Frontier orbital gap: 6.363 eV
- E: -44569.6630 eV
- Energy above the lowest of the compared OMol25 structures with the same formula, charge and spin: 1.739 eV
- LUMO: -6.918 eV
- HOMO energy: -13.3 eV
- F_max: 0.422 eV Å⁻¹

Last column: Löwdin charge in e.
Positions of all 56 atoms, in Å:
1 H 3.871 -0.243 -2.255  0.133
2 H -4.593 -1.554 -1.270  0.127
3 N 0.223 1.878 0.284  0.014
4 H 2.818 0.738 1.025  0.128
5 C -3.431 -0.952 1.883  0.053
6 H 2.613 -2.321 -1.259  0.038
7 H 2.003 0.940 -3.504  0.137
8 N 1.379 -0.676 1.445  -0.030
9 C 2.795 -0.324 1.291  -0.156
10 C -0.751 -0.722 2.432  -0.196
11 C 1.889 0.565 -2.484  -0.165
12 C 0.215 2.590 1.418  -0.181
13 N 0.174 5.099 -0.852  0.155
14 N 0.478 0.198 -2.201  -0.186
15 H -2.226 -1.392 -3.307  0.135
16 H 0.048 1.053 -1.853  0.055
17 H 3.360 -0.455 2.214  0.128
18 N 0.183 2.760 -0.694  0.060
19 H -4.481 -1.049 1.653  0.130
20 H 1.875 -1.062 4.269  0.123
21 C -4.185 -0.559 -1.064  0.025
22 C -1.634 -0.875 3.487  0.052
23 H 0.246 2.183 2.414  0.108
24 H 0.077 -1.153 -3.751  0.065
25 C -0.367 -0.255 -3.330  -0.195
26 N -1.194 -0.691 1.173  0.008
27 N 0.157 3.894 1.188  0.156
28 C -2.780 -0.713 -0.595  -0.222
29 C -2.989 -1.005 3.196  0.025
30 H -0.402 0.510 -4.110  0.133
31 C 3.429 -1.170 0.192  -0.141
32 C 2.840 -0.598 -2.253  -0.162
33 H -3.700 -1.146 3.999  0.135
34 H 4.389 -0.742 -0.100  0.134
35 H -4.816 -0.083 -0.319  0.092
36 H 2.739 -1.324 -3.061  0.112
37 N 0.134 3.927 -0.120  -0.266
38 H 0.257 5.860 -0.185  0.115
39 H 2.090 0.602 3.734  0.098
40 O -0.487 -3.012 0.453  -0.425
41 Te 0.389 -3.717 -2.211  0.941
42 H -2.428 0.333 -2.987  0.125
43 H 2.129 1.390 -1.812  0.107
44 H -0.687 5.192 -1.382  0.113
45 H 0.616 0.131 4.583  0.087
46 H -1.286 -0.914 4.509  0.130
47 O 0.756 -3.415 -0.184  -0.831
48 H 3.620 -2.168 0.586  0.137
49 C 0.735 -0.555 2.547  -0.245
50 N 2.542 -1.339 -0.991  -0.182
51 Zr 0.279 -1.364 -0.435  1.547
52 C 1.355 -0.193 3.856  0.015
53 H -4.241 0.013 -1.987  0.090
54 C -2.487 -0.798 0.875  -0.174
55 C -1.790 -0.533 -2.797  -0.160
56 N -1.748 -0.781 -1.350  -0.050